{
  "formula": "C5H7NO4",
  "method": "ωB97M-V with the def2-TZVPD basis set",
  "elements": ["H", "H", "C", "C", "O", "H", "H", "O", "C", "C", "O", "H", "H", "H", "O", "C", "N"],
  "coordinates": [[1.51, 1.06, -2.48], [1.20, -1.63, 2.18], [-2.03, -0.57, 0.85], [0.02, -0.29, 0.86], [2.28, 1.43, -1.99], [-1.21, 1.38, -1.43], [-2.81, 0.21, 0.80], [-1.01, -0.27, 1.83], [1.20, -1.16, 1.17], [-1.00, -0.54, -0.29], [2.08, -1.36, 0.38], [-0.93, -1.38, -0.99], [-2.47, -1.56, 1.02], [2.87, 0.67, -1.84], [0.75, 2.13, 0.54], [0.23, 1.11, 0.20], [-0.67, 0.77, -0.82]],
  "spin_multiplicity": 1,
  "charge": 0,
  "homo_lumo_gap_ev": 10.02,
  "e_above_lowest_ev": 1.9163,
  "lumo_energy_ev": 0.24,
  "total_energy_ha": -550.3676,
  "smiles": "O=C[C@]12OC[C@H]1NC2=O.O"
}